(1)
This record from the Open Molecules 2025 dataset describes C5H8O2 as an isolated structure. The level of theory is wB97M-V/def2-TZVPD.

orbital gap = 9.81 eV
HOMO energy = -8.90 eV

Geometry as ORCA input:
```
! wB97M-V def2-TZVPD RIJCOSX def2/J DEFGRID3
* xyz 0 1
O 0.52 -0.04 -1.22
C -0.30 0.04 0.14
C 0.83 0.01 1.12
C 1.93 -0.20 -0.04
O 2.74 0.66 -0.34
C -1.57 -0.73 -0.03
C -1.57 0.79 -0.06
H 0.81 0.84 -1.55
H 1.02 0.95 1.64
H 0.85 -0.84 1.81
H 2.05 -1.27 -0.25
H -2.05 -1.23 0.81
H -1.62 -1.25 -0.97
H -1.64 1.27 -1.03
H -2.04 1.34 0.75
*
```

(2)
This record from the Open Molecules 2025 dataset describes one molecule with the formula C5H8O2. The level of theory is wB97M-V/def2-TZVPD.

orbital gap (alpha / beta) = 8.44 / 8.44 eV
HOMO energy (alpha / beta) = -8.15 / -8.15 eV

Geometry as ORCA input:
```
! wB97M-V def2-TZVPD RIJCOSX def2/J DEFGRID3
* xyz 0 1
C 1.11 0.63 0.72
O 1.28 0.87 -0.72
C 0.11 0.78 -1.28
C -1.03 0.66 -0.36
C -0.27 -0.02 0.78
C -0.14 -1.49 0.21
O -0.38 -1.45 -1.15
H 1.21 1.60 1.21
H 1.93 -0.03 1.01
H 0.08 1.09 -2.32
H -1.52 -0.20 -0.88
H -1.68 1.52 -0.20
H -0.73 0.07 1.77
H 0.87 -1.87 0.42
H -0.84 -2.14 0.78
*
```

Respective energy values: -345.69197, -345.66646 a.u..
Respective largest force on an atom values: 2.40, 1.07 eV/A.